80
Properties=species:S:1:pos:R:3 method="wB97M-V/def2-TZVPD" total_charge=+2 orbital_gap_ev=6.217 total_energy_ha=-3829.4564 lumo_energy_ev=-5.487 e_homo_ev=-11.705
Pt -1.5127 0.0273 0.2694
N -4.9056 2.2088 -0.3562
C -4.1222 3.3571 -0.3503
C -4.4480 4.6969 -0.5373
C -3.4075 5.5943 -0.4463
C -2.0907 5.1766 -0.1784
C -1.7729 3.8499 0.0000
C -2.8175 2.9313 -0.0953
N -2.8409 1.5465 0.0446
C -4.0970 1.1665 -0.1153
C -4.3963 -0.2434 0.0470
C -5.5303 -0.9817 -0.0148
S -5.1734 -2.6141 0.3449
C -3.5370 -2.2331 0.5559
N -3.2691 -0.9694 0.3750
H -5.9011 2.1679 -0.4986
H -5.4599 5.0179 -0.7422
H -3.6058 6.6480 -0.5858
H -1.3095 5.9218 -0.1179
H -0.7622 3.5234 0.1942
H -6.5327 -0.6657 -0.2519
H -2.7890 -2.9654 0.8154
N 0.4726 -1.1750 3.1753
C 1.4140 -0.3442 3.4154
C 1.9935 -0.1177 4.7648
C 2.9247 -1.2838 5.1613
C 4.2598 -1.3269 4.4192
N 4.1626 -1.4569 2.9667
C 3.7404 -2.5373 2.3058
N 3.5578 -2.4716 0.9949
N 3.4838 -3.6710 2.9614
C -0.1193 2.6334 3.4110
O 0.7170 2.9229 4.1581
O -0.9587 2.3433 2.6655
H -0.0816 -1.5541 3.9375
H 0.1315 -1.3638 2.1868
H 1.8858 0.1030 2.5383
H 1.1929 -0.0329 5.5032
H 2.5454 0.8226 4.7688
H 2.3869 -2.2270 5.0435
H 3.1535 -1.1815 6.2222
H 4.8737 -2.1361 4.8215
H 4.8186 -0.4102 4.6018
H 4.3277 -0.6332 2.4049
H 3.5681 -1.5728 0.5307
H 3.0573 -3.2170 0.5313
H 3.8262 -3.8085 3.8966
H 3.2343 -4.4973 2.4418
S 2.8667 1.5361 0.9428
C 1.3435 1.1848 0.4731
N 0.2619 0.9441 0.1100
Cl 3.7515 -1.0980 -3.9119
C 2.8945 0.4158 -4.0594
C 3.6099 1.5198 -4.4653
C 2.9697 2.7433 -4.5863
C 1.6305 2.8291 -4.2697
C 0.9258 1.7102 -3.8445
Cl -0.7151 1.9828 -3.3654
C 1.5187 0.4531 -3.7454
N 0.9400 -0.7344 -3.3235
C -0.3721 -1.2244 -3.2505
C -1.3533 -0.8672 -4.1773
C -2.6057 -1.4515 -4.1463
C -2.8883 -2.4628 -3.2343
C -1.8946 -2.8707 -2.3623
C -0.6484 -2.2512 -2.3290
C 0.3897 -2.7881 -1.3770
C 0.2654 -2.5946 0.1339
O 0.8709 -3.3713 0.8600
O -0.4386 -1.6464 0.7226
H 4.6602 1.4120 -4.6961
H 3.5143 3.6176 -4.9121
H 1.1047 3.7717 -4.3324
H 1.6435 -1.4330 -3.1551
H -1.1117 -0.1571 -4.9546
H -3.3434 -1.1606 -4.8830
H -3.8463 -2.9666 -3.2508
H -2.0713 -3.7149 -1.7025
H 1.3899 -2.4222 -1.6150
H 0.4503 -3.8732 -1.4771